Record 1
Below is C15H21N3O3 in the gas phase, with properties calculated with wB97M-V/def2-TZVPD.

## Properties
- Molecular weight: 291.35 u
- SMILES: Cc1ccc([N+](=O)[O-])cc1NC(=O)CNC1CCCCC1
- Energy relative to the best compared isomer or geometry (same formula, charge and spin): 314.8 kJ/mol
- Kohn-Sham gap: 8.6 eV
- Strongest force on any atom: 1.528 eV Å⁻¹
- HOMO energy: -0.3230 hartree
- E_LUMO: -0.2 eV
- Energy: -974.11990 hartree

Bonds (Å) are listed after each position.
Cartesian coordinates (Å):
1 C 1.5610 -1.8423 -0.7526  C2 1.499, H22 1.087, H23 1.090, H24 1.090
2 C 1.0069 -1.7455 -2.1421  C1 1.499, C3 1.388, C10 1.408
3 C 1.3680 -2.6786 -3.1037  C2 1.388, C4 1.381, H25 1.080
4 C 0.8709 -2.6193 -4.3911  C3 1.381, C5 1.388, H26 1.078
5 C -0.0099 -1.5969 -4.7178  C4 1.388, N6 1.440, C9 1.387
6 N -0.5367 -1.5240 -6.0561  C5 1.440, O7 1.215, O8 1.211
7 O -0.1848 -2.3791 -6.8439  N6 1.215
8 O -1.2971 -0.6192 -6.3212  N6 1.211
9 C -0.3932 -0.6452 -3.7838  C5 1.387, C10 1.390, H27 1.079
10 C 0.1134 -0.7143 -2.4909  C2 1.408, C9 1.390, N11 1.387
11 N -0.2410 0.2097 -1.5196  C10 1.387, C12 1.359, H28 1.019
12 C -1.0655 1.2877 -1.5992  N11 1.359, O13 1.208, C14 1.533
13 O -1.6798 1.6548 -2.5721  C12 1.208
14 C -1.1646 1.9986 -0.2451  C12 1.533, N15 1.454, H29 1.097, H30 1.094
15 N -0.0510 1.6531 0.6241  C14 1.454, C16 1.462, H31 1.015
16 C -0.3625 1.5688 2.0501  N15 1.462, C17 1.532, C21 1.528, H32 1.104
17 C -0.9723 0.1973 2.3562  C16 1.532, C18 1.525, H33 1.092, H34 1.091
18 C -1.2740 0.0623 3.8453  C17 1.525, C19 1.525, H35 1.092, H36 1.092
19 C -0.0024 0.2543 4.6654  C18 1.525, C20 1.525, H37 1.091, H38 1.092
20 C 0.6235 1.6117 4.3615  C19 1.525, C21 1.526, H39 1.092, H40 1.092
21 C 0.9144 1.7489 2.8697  C16 1.528, C20 1.526, H41 1.093, H42 1.093
22 H 2.2339 -2.6919 -0.6742  C1 1.087
23 H 2.1171 -0.9419 -0.4909  C1 1.090
24 H 0.7590 -1.9751 -0.0263  C1 1.090
25 H 2.0533 -3.4693 -2.8373  C3 1.080
26 H 1.1497 -3.3436 -5.1396  C4 1.078
27 H -1.0792 0.1398 -4.0619  C9 1.079
28 H 0.1879 0.1301 -0.5987  N11 1.019
29 H -1.2689 3.0750 -0.4316  C14 1.097
30 H -2.0999 1.6595 0.2097  C14 1.094
31 H 0.7124 2.3052 0.4761  N15 1.015
32 H -1.0814 2.3521 2.3461  C16 1.104
33 H -0.2593 -0.5741 2.0567  C17 1.092
34 H -1.8859 0.0530 1.7767  C17 1.091
35 H -1.7039 -0.9207 4.0462  C18 1.092
36 H -2.0106 0.8149 4.1358  C18 1.092
37 H -0.2312 0.1815 5.7300  C19 1.091
38 H 0.7100 -0.5368 4.4207  C19 1.092
39 H 1.5489 1.7323 4.9277  C20 1.092
40 H -0.0627 2.4038 4.6695  C20 1.092
41 H 1.3474 2.7321 2.6674  C21 1.093
42 H 1.6400 0.9913 2.5648  C21 1.093


Record 2
Below is C14H12ClN3O2S3 in the gas phase, with properties calculated with wB97M-V/def2-TZVPD.

## Properties
- Molecular weight: 385.92 u
- SMILES: O=S(=O)(NCCc1csc(-c2cccnc2)n1)c1ccc(Cl)s1
- Energy relative to the best compared isomer or geometry (same formula, charge and spin): 6.1 kJ/mol
- Kohn-Sham gap: 8.6 eV
- Strongest force on any atom: 1.174 eV Å⁻¹
- HOMO energy: -0.3187 hartree
- E_LUMO: -0.1 eV
- Energy: -2510.18614 hartree

Bonds (Å) are listed after each position.
Cartesian coordinates (Å):
1 O 1.5501 1.1588 3.2086  S2 1.429
2 S 2.3308 0.2465 2.4331  O1 1.429, O3 1.429, N4 1.646, C18 1.784
3 O 3.7570 0.3322 2.4620  S2 1.429
4 N 1.9297 -1.2852 2.8828  S2 1.646, C5 1.439, H24 1.006
5 C 0.6380 -1.5868 3.4419  N4 1.439, C6 1.533, H25 1.090, H26 1.094
6 C -0.4496 -1.8959 2.4074  C5 1.533, C7 1.496, H27 1.092, H28 1.093
7 C -0.8744 -0.7021 1.6130  C6 1.496, C8 1.366, N17 1.353
8 C -1.2342 0.5200 2.1052  C7 1.366, S9 1.712, H29 1.070
9 S -1.7046 1.5730 0.8400  C8 1.712, C10 1.757
10 C -1.3939 0.2700 -0.2973  S9 1.757, C11 1.442, N17 1.292
11 C -1.5839 0.4205 -1.7187  C10 1.442, C12 1.398, C16 1.397
12 C -1.4554 -0.6803 -2.5703  C11 1.398, C13 1.381, H30 1.079
13 C -1.6243 -0.4949 -3.9288  C12 1.381, C14 1.389, H31 1.079
14 C -1.9106 0.7822 -4.3926  C13 1.389, N15 1.323, H32 1.082
15 N -2.0365 1.8312 -3.5958  C14 1.323, C16 1.316
16 C -1.8820 1.6558 -2.3003  C11 1.397, N15 1.316, H33 1.083
17 N -0.9743 -0.8136 0.2681  C7 1.353, C10 1.292
18 C 1.8801 0.4379 0.7176  S2 1.784, C19 1.359, S23 1.720
19 C 1.5009 1.5945 0.1132  C18 1.359, C20 1.412, H34 1.074
20 C 1.4090 1.4779 -1.2908  C19 1.412, C21 1.362, H35 1.074
21 C 1.7450 0.2297 -1.7213  C20 1.362, Cl22 1.701, S23 1.736
22 Cl 1.7578 -0.3173 -3.3319  C21 1.701
23 S 2.1764 -0.8255 -0.4121  C18 1.720, C21 1.736
24 H 2.3735 -2.0068 2.3403  N4 1.006
25 H 0.3677 -0.7086 4.0291  C5 1.090
26 H 0.7521 -2.4404 4.1165  C5 1.094
27 H -0.0982 -2.6574 1.7082  C6 1.092
28 H -1.3188 -2.2973 2.9355  C6 1.093
29 H -1.2346 0.8633 3.1185  C8 1.070
30 H -1.2265 -1.6473 -2.1497  C12 1.079
31 H -1.5318 -1.3210 -4.6164  C13 1.079
32 H -2.0458 0.9800 -5.4474  C14 1.082
33 H -1.9935 2.5400 -1.6847  C16 1.083
34 H 1.2933 2.4925 0.6651  C19 1.074
35 H 1.1116 2.2743 -1.9478  C20 1.074


Record 3
Below is 2 unconnected molecules or ions with the total composition C6H13NO, with properties calculated with wB97M-V/def2-TZVPD.

## Properties
- Molecular weight: 115.18 u
- SMILES: C/C=C/C=C/NC.O
- Energy relative to the best compared isomer or geometry (same formula, charge and spin): 208.3 kJ/mol
- Kohn-Sham gap: 8.8 eV
- Strongest force on any atom: 1.175 eV Å⁻¹
- HOMO energy: -0.2888 hartree
- E_LUMO: 1.0 eV
- Energy: -366.35458 hartree

Bonds (Å) are listed after each position.
Cartesian coordinates (Å):
1 C -0.9042 -2.9913 1.5589  C2 1.498, H8 1.091, H9 1.086, H10 1.093
2 C -0.4798 -1.8500 0.6871  C1 1.498, C3 1.330, H11 1.089
3 C -1.1401 -0.6974 0.6284  C2 1.330, C4 1.467, H12 1.082
4 C -0.7459 0.5215 -0.0860  C3 1.467, C5 1.344, H13 1.083
5 C -0.1022 0.5710 -1.2643  C4 1.344, N6 1.392, H14 1.080
6 N 0.1500 1.7475 -1.9641  C5 1.392, C7 1.447, H15 1.005
7 C 1.5064 2.0284 -2.3844  N6 1.447, H16 1.083, H17 1.092, H18 1.088
8 H -1.1005 -3.9167 1.0148  C1 1.091
9 H -0.0712 -3.1885 2.2269  C1 1.086
10 H -1.7831 -2.6933 2.1357  C1 1.093
11 H 0.4829 -1.9464 0.1877  C2 1.089
12 H -2.0709 -0.6459 1.1773  C3 1.082
13 H -1.2401 1.4339 0.2238  C4 1.083
14 H 0.2797 -0.3111 -1.7563  C5 1.080
15 H -0.4295 2.5128 -1.6650  N6 1.005
16 H 1.7986 3.0261 -2.0807  C7 1.083
17 H 1.6337 1.9414 -3.4651  C7 1.092
18 H 2.2132 1.3322 -1.9367  C7 1.088
19 O 0.7791 1.2765 2.5437  H20 0.962, H21 0.964
20 H 0.6351 0.3265 2.5867  O19 0.962
21 H 0.5888 1.5230 1.6317  O19 0.964